Density functional theory data (ωB97M-V/def2-TZVPD) for C57H83N5O7V as an isolated structure at a distorted geometry.

Structure (XYZ):
```
153
Properties=species:S:1:pos:R:3:forces:R:3
V -0.72531 -0.26005 -0.59483 -0.790 -1.087 0.955
C 7.02787 0.77655 3.58396 0.032 -0.037 0.028
C 5.82173 1.72900 3.54965 -0.032 0.007 -0.028
C 5.85229 2.57949 4.81976 0.016 0.043 0.076
C 5.98323 2.67584 2.34904 -0.056 0.026 -0.058
C 4.52440 0.92804 3.43385 -0.122 -0.062 0.091
C 4.30470 0.08403 2.34840 -0.096 0.069 -0.143
C 3.16132 -0.68672 2.19830 0.103 0.106 -0.072
C 3.10679 -1.43688 0.86990 -0.088 -0.217 0.293
N 1.95846 -2.24939 0.46767 0.054 0.172 -0.097
C 1.69952 -3.39509 1.33143 -0.130 -0.130 -0.054
C 0.27377 -3.45984 1.89346 -0.284 -0.450 -0.377
N -0.81416 -2.96980 1.02837 0.011 0.071 -0.087
C -1.31052 -4.02145 0.14063 -0.039 0.154 0.041
C -1.24524 -3.77125 -1.37798 0.137 0.215 0.075
N -0.13752 -2.93329 -1.81419 0.104 0.049 0.042
C 1.17049 -3.54105 -1.56312 -0.141 -0.015 -0.052
C 2.22606 -2.66971 -0.90041 -0.183 -0.010 0.080
C -0.30906 -2.59196 -3.22186 0.089 0.196 0.114
C 0.66872 -1.58467 -3.80357 -0.123 -0.388 -0.249
C 1.18725 -1.80754 -5.07669 -0.079 -0.194 0.169
C 2.01748 -0.88963 -5.69661 -0.038 0.099 -0.059
C 2.32425 0.26615 -4.97900 0.138 0.119 0.121
C 1.84211 0.54395 -3.70266 0.247 0.330 -0.323
C 0.97557 -0.40082 -3.12978 -0.485 -0.121 0.891
O 0.43870 -0.21269 -1.93049 1.642 0.347 -2.005
C 2.17001 1.86809 -2.99102 -0.114 -0.146 0.028
C 2.73337 1.62594 -1.58117 0.052 -0.018 0.019
C 0.89141 2.71747 -2.89718 0.034 0.070 0.021
C 3.21960 2.67708 -3.75646 0.047 0.042 -0.084
C 2.55278 -1.07007 -7.11805 -0.002 0.046 0.050
C 2.02007 0.05855 -8.01722 -0.014 0.029 0.025
C 4.08590 -1.02365 -7.11532 0.082 -0.009 0.002
C 2.11614 -2.40290 -7.72402 -0.012 -0.080 -0.040
C -1.79576 -2.37211 1.94163 -0.053 0.002 -0.290
C -3.01712 -1.58071 1.47468 0.150 0.023 0.184
C -3.88020 -1.25974 2.52880 0.057 -0.066 0.002
C -4.95748 -0.41452 2.37351 -0.030 0.051 -0.030
C -5.21583 0.04111 1.07938 -0.042 0.095 0.011
C -4.41863 -0.26559 -0.01061 -0.148 0.067 -0.243
C -3.24871 -1.03401 0.21057 0.336 -0.145 -0.402
O -2.34849 -1.22225 -0.78420 -0.695 -0.116 0.489
C -4.83564 0.22203 -1.41614 0.084 -0.077 0.029
C -4.12521 1.53112 -1.85380 -0.016 -0.039 0.118
C -6.32899 0.60047 -1.42018 -0.100 0.061 0.013
C -4.72729 -0.91799 -2.45024 0.003 0.010 0.022
C -5.81816 0.08300 3.53510 0.038 0.026 -0.078
C -5.63344 1.60457 3.66296 0.029 0.029 -0.028
C -5.41859 -0.56364 4.86109 0.060 -0.038 0.026
C -7.29788 -0.22978 3.27289 -0.047 -0.030 0.002
C 2.18342 -0.74205 3.24299 -0.151 -0.025 0.094
O 1.27462 -1.64292 3.25943 0.890 1.372 0.658
C 2.31200 0.25184 4.27217 0.127 0.032 0.123
C 3.48268 0.99941 4.36241 -0.063 0.074 -0.057
C 1.24232 0.41264 5.37281 0.110 -0.050 -0.059
C 1.60694 -0.51125 6.54537 -0.003 -0.104 0.016
C -0.18591 0.06860 4.91877 -0.084 0.126 0.041
C 1.19081 1.86535 5.87882 -0.034 -0.031 0.025
H 7.97119 1.33567 3.66136 -0.090 -0.044 -0.014
H 7.06596 0.16188 2.68035 -0.004 0.048 0.069
H 6.94972 0.10186 4.44160 0.018 0.030 -0.046
H 6.80915 3.10974 4.88637 -0.046 -0.013 0.001
H 5.74162 1.95949 5.71432 0.023 0.041 -0.046
H 5.04966 3.32365 4.82191 0.067 -0.072 -0.008
H 6.91292 3.25685 2.42603 -0.076 -0.058 0.007
H 5.13888 3.36960 2.30140 0.060 -0.043 -0.008
H 6.00655 2.11901 1.40830 -0.008 0.034 0.067
H 5.05234 0.03321 1.55246 -0.065 0.005 0.040
H 4.02334 -2.05643 0.82130 0.077 -0.151 -0.081
H 3.21328 -0.69861 0.07866 0.074 0.209 -0.055
H 2.37184 -3.35478 2.18990 -0.104 -0.014 0.061
H 1.94010 -4.32166 0.79527 0.070 -0.095 -0.086
H 0.29085 -2.84101 2.77883 -0.171 -0.462 -0.282
H 0.06790 -4.49988 2.19567 -0.047 -0.171 -0.049
H -2.35638 -4.25537 0.37280 -0.076 -0.005 0.026
H -0.74596 -4.93038 0.35865 0.046 -0.092 0.027
H -2.15593 -3.28080 -1.69669 -0.136 0.106 -0.041
H -1.21130 -4.75677 -1.87747 0.015 -0.121 -0.027
H 1.60907 -3.86319 -2.51571 0.013 -0.095 -0.119
H 1.02438 -4.45234 -0.98047 0.009 0.007 0.036
H 2.39573 -1.78303 -1.50906 -0.023 0.059 -0.037
H 3.16274 -3.26158 -0.93812 0.107 -0.050 -0.003
H -1.32671 -2.21309 -3.33846 -0.068 0.098 0.037
H -0.24997 -3.50497 -3.83638 0.011 -0.107 -0.137
H 0.92232 -2.73818 -5.56969 -0.009 0.068 0.040
H 2.98363 0.99021 -5.44121 -0.039 -0.002 -0.009
H 2.01064 1.16877 -0.91124 -0.014 -0.032 -0.019
H 3.03194 2.57910 -1.13424 -0.003 -0.027 -0.039
H 3.61809 0.98348 -1.62912 -0.007 0.010 0.016
H 0.10755 2.20622 -2.33958 0.108 0.015 -0.008
H 0.50541 2.94415 -3.89696 0.041 0.019 0.036
H 1.10111 3.66313 -2.38449 -0.008 -0.066 -0.045
H 4.14756 2.11210 -3.89717 -0.056 0.044 0.028
H 3.45486 3.57339 -3.17720 -0.001 -0.021 -0.036
H 2.85759 3.00310 -4.73715 0.019 -0.033 0.050
H 2.38435 1.03478 -7.68616 -0.027 -0.070 -0.011
H 0.92735 0.08578 -7.98813 0.061 -0.016 -0.019
H 2.33963 -0.09243 -9.05525 -0.007 0.020 0.068
H 4.45593 -0.08771 -6.68954 -0.027 -0.066 -0.034
H 4.47427 -1.10942 -8.13692 -0.014 -0.002 0.054
H 4.49365 -1.84530 -6.51925 -0.026 0.055 -0.032
H 1.02702 -2.47128 -7.79737 0.072 0.004 -0.003
H 2.47210 -3.24952 -7.12951 -0.020 0.062 -0.042
H 2.53039 -2.49919 -8.73235 -0.020 -0.006 0.032
H -1.21437 -1.69084 2.56604 -0.018 0.054 -0.014
H -2.18630 -3.14887 2.61849 -0.049 -0.114 0.095
H -3.63276 -1.66183 3.50720 -0.011 0.028 -0.070
H -6.06533 0.69649 0.93172 0.042 -0.083 0.019
H -4.30726 2.26128 -1.05804 -0.009 0.009 -0.026
H -4.66848 1.90082 -2.73494 -0.006 -0.011 0.017
H -2.53917 2.68460 -2.52527 0.026 0.197 -0.041
H -6.52789 1.52286 -0.86497 0.014 -0.086 -0.067
H -6.94363 -0.20027 -0.99772 0.041 0.049 -0.037
H -6.64257 0.76677 -2.45526 -0.009 0.003 0.052
H -3.75469 -1.39811 -2.44674 -0.004 0.034 0.023
H -4.92799 -0.53122 -3.45667 -0.008 -0.020 0.086
H -5.48176 -1.67925 -2.22347 0.027 0.023 -0.010
H -4.57525 1.86605 3.73611 -0.061 -0.016 0.019
H -6.15414 1.98091 4.55081 -0.006 -0.010 -0.041
H -6.02758 2.12740 2.78688 0.032 -0.045 0.055
H -4.38992 -0.31305 5.13522 -0.078 -0.018 -0.031
H -5.50584 -1.65367 4.82012 -0.005 0.054 0.004
H -6.07725 -0.19864 5.65383 0.018 -0.008 0.008
H -7.66361 0.27920 2.37732 0.034 -0.042 0.050
H -7.91222 0.09666 4.12000 0.029 -0.004 -0.048
H -7.44475 -1.30493 3.13237 -0.004 0.047 0.022
H 3.58442 1.67953 5.19956 -0.015 -0.016 -0.045
H 1.58106 -1.55385 6.21326 0.011 0.067 0.029
H 0.89694 -0.38953 7.37614 0.053 -0.017 -0.075
H 2.61544 -0.29163 6.91217 -0.063 -0.002 -0.016
H -0.23971 -0.93478 4.50648 0.012 0.083 0.070
H -0.53152 0.77390 4.15879 0.035 -0.020 -0.066
H -0.85381 0.15366 5.78753 0.026 0.035 -0.067
H 2.07426 2.14473 6.45977 -0.018 -0.003 -0.035
H 0.31815 1.99150 6.52964 0.061 -0.011 -0.014
H 1.08961 2.55441 5.03670 0.009 -0.017 0.048
C -2.22034 0.79768 -3.40965 0.085 -0.020 -0.015
C -2.63985 1.64782 -2.21988 0.129 -0.198 0.317
N -1.73785 1.44537 -1.07460 -0.369 0.545 -0.412
C -1.61001 2.39129 -0.14805 0.270 -0.095 0.224
C -2.15478 3.71146 -0.10008 0.149 -0.228 0.102
N -2.42669 4.43799 -1.16455 -0.259 0.015 0.021
C -2.45986 4.22890 1.29164 -0.032 0.006 -0.312
O -2.28223 5.56857 1.44461 0.234 0.247 -0.066
O -2.95804 3.59749 2.17484 -0.209 -0.233 0.216
C -0.57187 2.05178 0.89740 -0.232 -0.715 -0.506
O -0.11062 2.87881 1.64428 0.160 0.221 0.346
O -0.14893 0.78428 0.81837 -0.082 0.835 0.747
H -2.17501 -0.25703 -3.15653 0.020 -0.074 -0.004
H -1.23636 1.10567 -3.76886 -0.066 -0.048 0.003
H -2.93731 0.92328 -4.22619 0.012 0.005 0.012
H -2.94231 5.27029 -0.88517 0.024 0.101 -0.008
H -1.72806 5.86248 0.70824 -0.023 0.025 0.019
```
Positions in Å, forces in eV/Å.

Values from the calculation:
**Spin multiplicity**: 4
**M**: 1001.26 u
**Highest occupied orbital energy (alpha / beta)**: -1.3 / -1.4 eV
**Orbital gap (alpha / beta)**: 5.0 / 5.0 eV
**Net charge**: -2